Formula: C29H23FeN8O2S3
Source: the Open Molecules 2025 dataset
Level of theory: wB97M-V/def2-TZVPD

Geometry (Å):
Fe 0.891 0.711 -0.276
N -0.571 -3.142 2.025
C -0.757 -2.252 0.988
S -2.218 -1.379 0.899
N 0.266 -2.186 0.159
N 0.244 -1.139 -0.712
C 0.049 -1.374 -1.959
C -0.280 -2.714 -2.499
C -1.560 -2.981 -2.968
C -1.860 -4.231 -3.492
C -0.879 -5.210 -3.553
C 0.400 -4.943 -3.083
C 0.701 -3.699 -2.552
C 0.209 -0.220 -2.849
C 0.082 -0.301 -4.225
C 0.283 0.840 -4.986
C 0.598 2.028 -4.350
C 0.718 2.035 -2.971
N 0.529 0.938 -2.236
H -1.422 -3.479 2.443
H 0.157 -3.825 1.882
H -2.326 -2.218 -2.900
H -2.861 -4.440 -3.845
H -1.113 -6.184 -3.962
H 1.165 -5.708 -3.126
H 1.690 -3.486 -2.168
H -0.158 -1.250 -4.682
H 0.201 0.796 -6.064
H 0.766 2.941 -4.902
H 0.978 2.930 -2.424
S 2.935 -0.060 -0.890
C 3.750 1.433 -1.251
C 4.984 1.334 -1.973
N 5.978 1.232 -2.543
C 3.267 2.633 -0.852
S 1.775 2.774 0.038
C 3.960 3.852 -1.144
N 4.483 4.846 -1.391
O -4.220 3.351 3.451
C -4.171 3.577 2.058
C -2.993 2.852 1.471
C -2.817 2.810 0.093
C -1.712 2.171 -0.422
N -0.813 1.566 0.352
C -0.993 1.566 1.677
C -2.061 2.218 2.271
C 0.008 0.784 2.421
C -0.048 0.555 3.782
C 0.893 -0.274 4.373
C 0.822 -0.586 5.847
O 2.072 -0.916 6.416
C 1.870 -0.836 3.566
C 1.876 -0.550 2.216
N 0.971 0.252 1.654
H -4.917 3.891 3.832
H -4.065 4.645 1.835
H -5.082 3.222 1.564
H -3.528 3.273 -0.578
H -1.538 2.128 -1.488
H -2.189 2.220 3.341
H -0.837 0.995 4.376
H 0.190 -1.466 5.984
H 0.342 0.244 6.376
H 2.641 -0.140 6.390
H 2.618 -1.494 3.983
H 2.623 -0.963 1.555

Calculated values
DFT total energy ... -113355.982 eV
⟨S²⟩ ... 0.781
Energy above the lowest of the compared OMol25 structures with the same formula, charge and spin ... 0.000 eV
LUMO energy (spin up / spin down) ... -0.69 / -1.12 eV
Frontier orbital gap (spin up / spin down) ... 6.7819 / 6.3589 eV
Multiplicity ... 2
HOMO (spin up / spin down) ... -7.469 / -7.478 eV

Taken from the natural (NBO) analysis, the atomic charges in e are: 0.784 -0.824 0.262 -0.457 -0.484 -0.227 0.279 -0.035 -0.203 -0.212 -0.203 -0.211 -0.186 0.162 -0.217 -0.137 -0.234 0.063 -0.442 0.396 0.385 0.224 0.217 0.215 0.218 0.228 0.247 0.229 0.236 0.239 -0.044 -0.286 0.258 -0.291 -0.293 -0.057 0.257 -0.296 -0.715 -0.088 0.047 -0.233 0.083 -0.443 0.213 -0.218 0.284 -0.239 0.037 -0.091 -0.701 -0.237 0.101 -0.452 0.482 0.186 0.186 0.226 0.211 0.246 0.224 0.208 0.175 0.470 0.244 0.237

***

Formula: C3HO3
Source: the Open Molecules 2025 dataset
Level of theory: wB97M-V/def2-TZVPD

Geometry (Å):
O -1.939 1.522 -0.769
C -1.213 0.571 -0.467
C -0.442 -0.322 -0.052
C 0.998 -0.144 0.447
O 1.271 0.632 1.345
O 1.713 -0.967 -0.153
H -0.388 -1.292 -0.351

Calculated values
Structure (SMILES) ... O=C=CC(=O)[O-]
DFT total energy ... -9269.885 eV
Charge ... -1
Energy above the lowest of the compared OMol25 structures with the same formula, charge and spin ... 0.558 eV
LUMO energy ... 4.00 eV
Frontier orbital gap ... 8.2938 eV
HOMO ... -4.291 eV

Taken from the natural (NBO) analysis, the atomic charges in e are: -0.578 0.682 -0.666 0.781 -0.724 -0.771 0.276

***

Formula: C7H8N2OS2
Source: the Open Molecules 2025 dataset
Level of theory: wB97M-V/def2-TZVPD

Geometry (Å):
O -1.682 -1.403 -0.601
C -1.832 -0.283 -0.198
N -3.046 0.270 -0.021
S -4.404 -0.785 -0.247
N -0.787 0.544 0.149
S -1.054 2.151 0.546
C 0.578 0.161 -0.174
C 1.040 -0.686 0.824
C 2.400 -1.064 0.812
C 3.185 -0.544 -0.157
C 2.688 0.245 -1.185
C 1.306 0.594 -1.260
H -3.100 1.225 0.225
H -5.103 -0.542 0.890
H -1.648 1.802 1.756
H 0.202 -1.074 1.405
H 2.757 -1.863 1.427
H 4.234 -0.772 -0.250
H 3.264 0.686 -2.003
H 1.001 1.336 -1.938

Calculated values
Structure (SMILES) ... O=C(NS)N(S)c1ccccc1
DFT total energy ... -34085.577 eV
Energy above the lowest of the compared OMol25 structures with the same formula, charge and spin ... 0.000 eV
LUMO energy ... 0.35 eV
Frontier orbital gap ... 9.4233 eV
HOMO ... -9.073 eV

Taken from the natural (NBO) analysis, the atomic charges in e are: -0.622 0.757 -0.785 0.210 -0.628 0.210 0.150 -0.198 -0.196 -0.226 -0.181 -0.227 0.410 0.105 0.112 0.233 0.221 0.217 0.215 0.223

***

Formula: C3H3Cl2NS
Source: the Open Molecules 2025 dataset
Level of theory: wB97M-V/def2-TZVPD

Geometry (Å):
H -2.448 0.647 -0.635
N -1.525 0.971 -0.400
C -0.819 -0.025 -0.539
Cl -1.477 -1.693 -0.788
C 0.662 -0.008 -0.271
Cl 1.459 1.066 -1.469
C 1.080 0.043 1.166
S 0.020 -0.563 2.250
H 0.959 -0.977 -0.738
H 2.088 0.540 1.424

Calculated values
Structure (SMILES) ... [H]/N=C(\Cl)[C@@H](Cl)C=S
DFT total energy ... -40528.244 eV
Energy above the lowest of the compared OMol25 structures with the same formula, charge and spin ... 0.772 eV
LUMO energy ... -0.99 eV
Frontier orbital gap ... 8.4224 eV
HOMO ... -9.417 eV

Taken from the natural (NBO) analysis, the atomic charges in e are: 0.361 -0.566 0.308 -0.067 -0.377 -0.022 -0.271 0.121 0.272 0.241

***

Formula: C18H53N7O9
Source: the Open Molecules 2025 dataset
Level of theory: wB97M-V/def2-TZVPD

Geometry (Å):
C -2.907 -2.331 2.283
C -4.191 -1.745 1.769
C -4.335 -0.220 2.126
O -4.877 0.035 3.417
C -4.787 1.479 3.632
N -4.240 -1.939 0.377
H -2.711 -3.397 2.159
H -2.834 -2.071 3.339
H -2.069 -1.745 1.907
H -5.000 -2.343 2.188
H -4.860 0.102 1.226
H -3.332 0.207 2.099
H -5.416 1.974 2.892
H -3.771 1.867 3.556
H -5.069 1.749 4.649
H -4.519 -2.903 0.264
H -3.307 -2.036 0.003
C -1.549 -3.098 -2.471
C -1.202 -3.635 -1.121
C -2.315 -4.714 -0.856
O -3.650 -4.197 -0.727
C -4.507 -5.207 -0.183
N 0.152 -4.184 -0.980
H -0.931 -2.213 -2.621
H -2.608 -2.844 -2.432
H -1.453 -3.882 -3.223
H -1.347 -2.927 -0.304
H -1.975 -5.230 0.042
H -2.331 -5.552 -1.553
H -3.898 -5.812 0.488
H -4.974 -5.889 -0.894
H -5.244 -4.641 0.386
H 0.318 -4.332 0.005
H 0.218 -5.177 -1.149
C 3.840 1.640 -3.208
C 3.666 0.162 -3.505
C 4.796 -0.789 -3.588
O 5.940 -0.250 -4.376
C 6.889 -1.206 -4.641
N 2.648 -0.427 -2.683
H 4.381 1.624 -2.262
H 2.984 2.269 -2.965
H 4.473 2.051 -3.995
H 3.226 0.350 -4.484
H 4.456 -1.797 -3.826
H 4.960 -0.783 -2.511
H 6.472 -1.995 -5.267
H 7.451 -1.639 -3.813
H 7.575 -0.773 -5.369
H 2.254 -1.343 -2.843
H 2.828 -0.264 -1.702
C -0.488 0.457 0.993
C 0.884 -0.134 1.011
O 1.875 0.652 1.570
O -0.462 1.736 0.429
H -1.068 0.585 1.907
H -1.008 -0.117 0.226
H 1.170 -0.251 -0.035
H 0.800 -1.100 1.510
H 1.892 1.494 1.110
H -1.322 1.985 0.083
C 2.647 4.428 1.356
C 2.055 4.215 -0.020
O 1.948 2.780 -0.120
O 2.577 5.737 1.676
H 3.685 4.115 1.461
H 2.207 3.769 2.104
H 2.587 4.730 -0.820
H 1.103 4.741 -0.082
H 1.066 2.415 -0.224
H 1.785 5.816 2.212
C -1.594 5.030 -1.823
O -2.089 4.558 -0.779
N -1.231 6.232 -1.948
N -1.614 4.512 -3.028
H -1.188 6.918 -1.208
H -1.280 6.465 -2.930
H -1.129 5.171 -3.620
H -1.544 3.515 -3.173
C 1.666 -0.604 5.454
O 1.606 -1.774 5.510
N 1.576 0.275 6.346
N 2.070 -0.013 4.374
H 1.481 0.044 7.324
H 1.544 1.222 5.997
H 2.331 -0.577 3.578
H 2.144 0.993 4.321

Calculated values
DFT total energy ... -48376.967 eV
⟨S²⟩ ... 0.750
Charge ... -1
LUMO energy (spin up / spin down) ... 2.18 / 2.13 eV
Frontier orbital gap (spin up / spin down) ... 1.5630 / 8.8449 eV
Multiplicity ... 2
HOMO (spin up / spin down) ... 0.620 / -6.712 eV

Taken from the Löwdin analysis, the atomic charges in e are: -0.064 -0.441 -0.197 -0.175 -0.097 0.049 0.077 0.083 0.056 0.140 0.114 0.095 0.084 0.073 0.078 0.026 0.049 -0.077 -0.432 -0.207 -0.245 -0.080 0.047 0.073 0.079 0.085 0.115 0.102 0.122 0.083 0.089 0.088 0.060 0.060 -0.071 -0.519 -0.161 -0.163 -0.178 0.041 0.074 0.067 0.077 0.126 0.123 0.120 0.079 0.086 0.082 0.073 0.064 -0.258 -0.263 -0.067 -0.090 0.112 0.111 0.110 0.121 0.031 0.089 -0.350 -0.201 -0.114 -0.061 0.119 0.113 0.107 0.111 0.040 0.086 -0.917 -0.028 0.105 0.091 0.105 0.039 0.015 0.069 -0.888 0.073 0.163 0.156 0.126 0.108 0.106 0.099

***

Formula: C3H8N4O
Source: the Open Molecules 2025 dataset
Level of theory: wB97M-V/def2-TZVPD

Geometry (Å):
H 1.549 1.604 -0.098
N 2.592 1.173 -0.231
C 2.181 -0.141 -0.254
N 2.812 -1.455 -0.070
O 0.738 -0.465 -0.297
C 0.011 0.676 -0.101
C -1.438 0.613 0.096
N -1.963 -0.553 -0.185
N -3.319 -0.571 -0.316
H 1.966 -2.062 0.116
H 3.755 -1.464 0.639
H 0.040 1.236 -0.986
H 0.767 1.164 0.745
H -2.128 1.549 0.521
H -3.704 -1.368 0.301
H -3.859 0.065 0.120

Calculated values
Structure (SMILES) ... [H]/N=C(/N)OC/C=N/N
DFT total energy ... -11242.916 eV
Energy above the lowest of the compared OMol25 structures with the same formula, charge and spin ... 6.707 eV
LUMO energy ... 0.76 eV
Frontier orbital gap ... 9.9330 eV
HOMO ... -9.170 eV

Taken from the natural (NBO) analysis, the atomic charges in e are: 0.335 -0.722 0.655 -0.867 -0.529 -0.116 0.009 -0.217 -0.619 0.418 0.428 0.190 0.188 0.179 0.343 0.325